Entry i
The following is a quantum chemistry calculation of 2 unconnected molecules or ions with the total composition C17H19N, from the OMol25 dataset.

As for the charge: 0. The HOMO energy is -7.81 eV. The structure (SMILES) is Cc1c[nH]c2ccccc12.CCc1ccccc1. The spin multiplicity is 1.

Element x y z (Å)
1 C 1.71212 -2.19447 -0.01307
2 C 3.18523 -2.64988 0.37527
3 C 0.55697 -2.70370 0.91206
4 C -0.73042 -2.76566 0.40254
5 C 0.78532 -2.59596 2.27946
6 C -1.73800 -3.10323 1.34429
7 C -0.24776 -2.56987 3.15684
8 C -1.55283 -2.86928 2.73969
9 H 1.92048 -1.12702 0.07486
10 H 1.44734 -2.45921 -1.01238
11 H 3.93835 -1.92615 -0.06229
12 H -0.95815 -2.71920 -0.67277
13 H 1.82057 -2.58193 2.60584
14 H -2.73826 -3.23492 0.98925
15 H -0.02437 -2.53022 4.19632
16 H -2.35594 -3.08586 3.39447
17 H 3.51793 -3.64668 0.11805
18 H 3.30294 -2.55688 1.45144
19 C 1.45922 2.43544 0.57679
20 C -1.81971 2.32425 -1.25296
21 C -0.38747 2.50955 -1.30190
22 C 0.06542 2.39071 0.11312
23 C -0.99717 2.07264 0.85633
24 C -2.52916 2.67459 -2.36227
25 C -1.80169 2.88042 -3.55909
26 C -0.47106 3.01070 -3.62014
27 C 0.28801 2.77469 -2.46741
28 N -2.13509 1.89029 0.01559
29 H -3.60224 2.36969 -2.40955
30 H -2.42653 3.05767 -4.45246
31 H -3.06600 1.57255 0.29063
32 H 0.08196 3.32209 -4.49029
33 H -1.11899 1.95184 1.96961
34 H 1.32087 2.97417 -2.43141
35 H 1.69209 3.44500 0.93875
36 H 2.12629 1.89419 -0.14875
37 H 1.47975 1.76963 1.45556

---

Entry ii
The following is a quantum chemistry calculation of 2 unconnected molecules or ions with the total composition C17H19N, from the OMol25 dataset.

As for the charge: 0. The HOMO energy is -7.64 eV. The structure (SMILES) is CCc1c[nH]c2ccccc12.Cc1ccccc1. The spin multiplicity is 1.

Element x y z (Å)
1 C 3.58085 1.20822 -2.26855
2 C 2.80460 1.51315 -3.55683
3 C 2.48201 1.48179 -1.27897
4 C 2.47145 2.12297 -0.02663
5 C 1.28157 0.83796 -1.43002
6 C 0.40172 1.26448 -0.47437
7 C 0.89566 -0.27991 -2.31602
8 C -0.98865 0.81683 -0.26207
9 C -0.46107 -0.25128 -2.38346
10 C -1.39893 0.19821 -1.34110
11 N 1.14938 2.04958 0.37628
12 H 3.67870 -0.02582 -2.33944
13 H 4.56425 1.66865 -2.26596
14 H 3.40869 2.05252 -4.15849
15 H 3.24463 2.62246 0.49817
16 H 1.00743 2.26169 1.41596
17 H 1.53143 -1.00246 -2.91545
18 H -1.45697 1.20336 0.69706
19 H -0.92417 -0.82133 -3.16688
20 H -2.31671 -0.32925 -1.59376
21 H 1.94810 2.12311 -3.32906
22 H 2.32419 0.60335 -3.93677
23 C -0.85746 0.20816 3.37068
24 C -2.96496 -3.00978 1.54344
25 C -3.60180 -1.86642 2.01676
26 C -1.55474 -3.08356 1.62475
27 C -2.94956 -0.84646 2.63534
28 C -0.84878 -2.02205 2.19018
29 C -1.52801 -0.91088 2.70462
30 H -3.60365 -3.70436 0.99334
31 H -4.71327 -1.81189 1.95065
32 H -1.18816 -3.99874 1.19636
33 H -3.44359 0.07253 2.99671
34 H 0.22714 -2.07476 2.22085
35 H 0.15840 0.05010 3.63504
36 H -1.38568 0.61657 4.27305
37 H -0.97404 1.06328 2.70459

---

Entry iii
The following is a quantum chemistry calculation of 2 unconnected molecules or ions with the total composition C17H19N, from the OMol25 dataset.

As for the charge: 0. The HOMO energy is -7.76 eV. The structure (SMILES) is Cc1c[nH]c2ccccc12.CCc1ccccc1. The spin multiplicity is 1.

Element x y z (Å)
1 C 1.30034 -3.14736 0.87537
2 C 1.37893 -4.52905 1.50212
3 C 0.19561 -2.31398 1.49687
4 C 0.41359 -1.36919 2.49327
5 C -1.10624 -2.51513 1.02077
6 C -0.67921 -0.67167 2.99874
7 C -2.18377 -1.79545 1.51029
8 C -1.96656 -0.91029 2.56834
9 H 2.24665 -2.62082 0.98277
10 H 1.17476 -3.20879 -0.20138
11 H 0.40298 -4.93918 1.74541
12 H 1.42493 -1.13050 2.79357
13 H -1.25378 -3.33897 0.32150
14 H -0.51098 0.08074 3.75363
15 H -3.17733 -1.97916 1.12398
16 H -2.78169 -0.32447 2.96275
17 H 2.02768 -4.57891 2.37530
18 H 1.89165 -5.23500 0.83466
19 C 0.94389 3.22480 0.80022
20 C -0.06785 2.29340 -1.42968
21 C 0.68706 3.24417 -0.66056
22 C -0.00990 2.66816 -2.77107
23 C 1.21883 4.10144 -1.56272
24 C -1.11661 0.24152 -2.10734
25 C -1.18254 0.71150 -3.43483
26 C -0.75643 1.11338 -1.09471
27 C -0.60231 1.91851 -3.78497
28 N 0.85085 3.75148 -2.85556
29 H -1.55102 -0.68490 -1.75634
30 H -1.70105 0.13461 -4.19027
31 H -0.71043 0.69094 -0.09165
32 H -0.51462 2.16119 -4.83217
33 H 0.17001 2.66603 1.33004
34 H 1.01044 4.21002 1.26670
35 H 1.87779 4.94822 -1.45276
36 H 0.79049 4.44395 -3.58900
37 H 1.86584 2.68877 1.05869

---

Entry iv
The following is a quantum chemistry calculation of 2 unconnected molecules or ions with the total composition C17H19N, from the OMol25 dataset.

As for the charge: 0. The HOMO energy is -7.99 eV. The structure (SMILES) is Cc1c[nH]c2ccccc12.CCc1ccccc1. The spin multiplicity is 1.

Element x y z (Å)
1 C -3.82828 1.49063 -2.30589
2 C -4.90618 1.83024 -1.23606
3 C -3.40430 0.15318 -2.47442
4 C -4.31384 -0.72375 -3.03127
5 C -2.26694 -0.35800 -1.84904
6 C -4.00635 -2.05486 -3.26822
7 C -2.09832 -1.77760 -2.01022
8 C -2.98561 -2.62343 -2.54987
9 H -4.33132 1.96706 -3.16969
10 H -2.93970 2.12032 -2.12654
11 H -4.61941 2.57890 -0.51927
12 H -5.30131 -0.29678 -3.41485
13 H -1.47209 0.04123 -1.34045
14 H -4.67622 -2.53086 -3.98613
15 H -1.01258 -2.17891 -1.72221
16 H -2.86387 -3.81840 -2.51064
17 H -5.21399 0.85288 -0.69355
18 H -6.09579 1.88256 -1.75001
19 C 1.52972 2.34100 3.53738
20 C 3.35385 0.34158 1.09008
21 C 2.73544 0.26508 2.31665
22 C 2.28831 1.73201 2.46359
23 C 2.92542 2.45537 1.55581
24 C 3.69628 -0.85588 0.41088
25 C 3.45953 -2.01236 1.06808
26 C 3.03720 -2.13467 2.41831
27 C 2.64127 -0.91348 3.09052
28 N 3.72280 1.63673 0.72723
29 H 4.30358 -0.85466 -0.63462
30 H 3.93602 -2.87818 0.74662
31 H 4.70966 1.59203 0.32166
32 H 2.86616 -3.14056 2.89422
33 H 3.10706 3.48976 1.51605
34 H 2.24671 -0.83773 4.03618
35 H 2.19189 2.87114 4.45577
36 H 0.98784 1.63258 4.19545
37 H 0.97449 3.11994 3.25357

---

Name the most stable of them. entry iii.

---

Entry i
The following is a quantum chemistry calculation of 2 unconnected molecules or ions with the total composition C6H8N2O4, from the OMol25 dataset.

As for the charge: 0. The HOMO energy is -8.71 eV. The structure (SMILES) is O=c1cc[nH]c(=O)[nH]1.CC(=O)O. The spin multiplicity is 1.

Element x y z (Å)
1 C -3.46249 0.07442 0.03057
2 C -5.03118 0.49934 0.16570
3 C 3.24749 -0.04456 0.05771
4 C 2.93113 1.38704 0.11780
5 C 1.46419 1.50509 0.06648
6 C 0.94994 -0.73054 0.03839
7 H -2.26714 -1.32447 -0.09590
8 H -4.94594 1.60655 -0.11839
9 H -5.48515 0.02499 -0.78265
10 H -5.69181 0.27988 1.10501
11 H 2.61225 -1.72554 -0.44085
12 H 3.69361 2.22487 0.03734
13 H 0.95502 2.43498 -0.09540
14 H -0.36262 0.92994 -0.17904
15 N 2.27790 -0.86171 -0.23324
16 N 0.63773 0.59339 0.04083
17 O -2.58327 0.90106 -0.31102
18 O -3.17345 -1.26652 0.02848
19 O 4.44822 -0.44885 0.04465
20 O 0.11948 -1.52540 0.11999

---

Entry ii
The following is a quantum chemistry calculation of 2 unconnected molecules or ions with the total composition C6H8N2O4, from the OMol25 dataset.

As for the charge: 0. The HOMO energy (alpha / beta) is -7.69 / -7.72 eV. The spin multiplicity is 1.

Element x y z (Å)
1 C 1.82350 0.39900 0.55198
2 C 1.91006 -0.95170 0.16963
3 C 0.62748 0.83363 1.28656
4 C -0.45871 -0.24753 1.33712
5 C 3.83464 0.03742 -0.19037
6 C 0.94733 -1.94154 0.34727
7 N -0.24161 -1.56360 0.91234
8 N -2.54920 1.00958 -0.39349
9 O -1.07607 -2.44388 1.22373
10 O 0.46789 1.93502 1.81854
11 O 2.91156 0.98940 0.09656
12 O 3.08847 -1.15504 -0.49924
13 H -0.93081 -0.06434 2.35480
14 H -1.27154 0.29773 0.65986
15 H 4.54122 0.27683 -0.99966
16 H 4.33240 -0.33543 0.72696
17 H 0.89567 -2.84850 -0.15958
18 H -2.95730 0.26685 -0.98358
19 H -2.80313 1.81950 -0.92496
20 H -3.25289 1.13632 0.27781

---

Name the most stable of them. entry i.

---

Entry i
The following is a quantum chemistry calculation of a gas-phase ion, C3H7N4 (charge +1), from the OMol25 dataset.

As for the charge: +1. The HOMO energy is -13.64 eV. The structure (SMILES) is NN1C=NC=[NH+]C1. The spin multiplicity is 1.

Element x y z (Å)
1 C -1.30543 -0.75528 -0.32996
2 C -1.05009 1.15698 -1.47849
3 C 0.63501 0.77361 0.26687
4 N -1.81123 0.18918 -1.10579
5 N -0.26974 -0.60985 0.40929
6 N 0.16260 1.31160 -0.95610
7 N 0.37462 -1.54753 1.05699
8 H -1.96244 -1.71798 -0.39699
9 H -1.45361 1.69419 -2.25486
10 H 0.54526 1.34630 1.22288
11 H 1.81188 0.71667 0.16542
12 H 0.96574 1.63007 -1.49841
13 H -0.15791 -2.43846 1.21129
14 H 0.97457 -1.21776 1.80675

---

Entry ii
The following is a quantum chemistry calculation of 2 unconnected molecules or ions with the total composition C3H7N4, from the OMol25 dataset.

As for the charge: +1. The HOMO energy is -14.74 eV. The spin multiplicity is 1.

Element x y z (Å)
1 C 0.60086 1.40060 -0.56204
2 C -0.09070 -0.70464 0.44048
3 C 1.37066 -0.77909 0.10338
4 N -4.15050 -1.10577 0.21574
5 N -3.61654 -0.15019 -0.02828
6 N -0.50716 0.78426 -0.17576
7 N 1.72726 0.56427 -0.46103
8 H 0.71650 2.47458 -0.80091
9 H -0.93196 -1.39974 0.17423
10 H -0.09303 -0.49182 1.51021
11 H 2.00484 -0.73454 0.94744
12 H 1.79506 -1.61318 -0.58309
13 H -1.41853 0.88035 -0.09024
14 H 2.59324 0.87490 -0.69014

---

Name the most stable of them. entry ii.

---

Entry i
The following is a quantum chemistry calculation of a gas-phase ion, C3H7N4 (charge +1), from the OMol25 dataset.

As for the charge: +1. The HOMO energy is -14.74 eV. The structure (SMILES) is [H]/N=N/N1C=[NH+]CC1. The spin multiplicity is 1.

Element x y z (Å)
1 C -0.39829 -0.98886 -0.45690
2 C 0.09392 1.02551 0.60884
3 C -1.16115 1.14050 -0.15804
4 N 1.97108 -1.94816 0.21042
5 N 1.68356 -0.80163 0.61028
6 N 0.40683 -0.44487 0.47331
7 N -1.23332 -0.06016 -0.90842
8 H -0.21337 -2.00292 -0.78451
9 H 0.95054 1.52712 0.21930
10 H -0.02469 1.27155 1.70485
11 H -2.04747 1.35058 0.55205
12 H -1.18464 2.01197 -0.72411
13 H 2.93827 -2.00665 0.38422
14 H -1.78126 -0.07399 -1.73128

---

Entry ii
The following is a quantum chemistry calculation of 2 unconnected molecules or ions with the total composition C3H7N4, from the OMol25 dataset.

As for the charge: +1. The HOMO energy (alpha / beta) is -13.07 / -11.11 eV. The spin multiplicity is 1.

Element x y z (Å)
1 C -1.30095 -1.31368 0.12058
2 C -1.21026 1.04317 0.24132
3 C 0.74837 -0.31129 0.29472
4 N -0.03848 -1.41070 0.16578
5 N -1.95101 -0.05434 0.17120
6 N 0.10166 0.96604 0.25710
7 N 2.02984 -0.37405 -0.11187
8 H -1.92565 -2.18684 0.05241
9 H -1.68940 2.01456 0.26701
10 H 0.89383 -0.39050 2.48281
11 H -2.96447 -0.00248 0.15405
12 H 0.67642 1.80070 0.32729
13 H 2.42507 -1.30282 -0.15504
14 H 2.67041 0.35543 0.16186

---

Name the most stable of them. entry i.

---

Entry i
The following is a quantum chemistry calculation of 2 unconnected molecules or ions with the total composition C2H7OS, from the OMol25 dataset.

As for the charge: -1. The HOMO energy is -2.66 eV. The spin multiplicity is 1.

Element x y z (Å)
1 O 1.34984 0.36999 -3.50094
2 H 1.00707 0.42681 -2.57382
3 C -0.55960 0.65875 1.65180
4 C -0.31736 -0.75852 0.95123
5 S -0.30097 -0.47827 -0.88228
6 H 0.17707 0.79731 2.45156
7 H -1.58855 0.72810 2.00222
8 H -0.32091 1.37825 0.87175
9 H 0.56729 -1.19161 1.42274
10 H -1.23468 -1.33826 1.10161
11 H 1.22079 -0.59255 -3.49586

---

Entry ii
The following is a quantum chemistry calculation of 2 unconnected molecules or ions with the total composition C2H7OS, from the OMol25 dataset.

As for the charge: -1. The HOMO energy is -2.96 eV. The spin multiplicity is 1.

Element x y z (Å)
1 S -1.82629 1.84663 -0.33018
2 H -2.70145 2.86485 -0.33941
3 C 0.09499 -0.78038 -0.30484
4 O -0.98273 -0.83818 0.58081
5 C 1.43648 -0.40611 0.35940
6 H 0.15348 -1.75145 -0.80672
7 H -0.05326 -0.06582 -1.12023
8 H -1.46001 0.03439 0.58672
9 H 1.99064 -1.30636 0.48207
10 H 1.98093 0.20339 -0.36459
11 H 1.36723 0.19904 1.25698

---

Name the most stable of them. entry ii.